A cluster of 6 separate species, C34H40ClFN5O2 in total, computed with wB97M-V/def2-TZVPD.

XYZ file:
```
83
Properties=species:S:1:pos:R:3:forces:R:3:lowdin_charge:R:1
C -1.35505 -2.60585 -4.70149 0.23 0.24 0.64 -0.004
C 0.12086 -2.86211 -4.89892 0.58 -0.94 -1.03 -0.536
O 0.49463 -3.80467 -5.59476 -0.34 1.31 0.69 0.044
O 1.00848 -1.99405 -4.38996 -0.48 -0.61 -0.03 -0.020
C 0.81176 -1.51215 -3.02786 0.80 0.26 0.72 -0.223
C 1.59383 -2.29498 -1.99062 -1.00 -0.14 0.44 -0.261
C 1.43988 -1.50731 -0.67168 -0.17 0.00 -0.79 -0.235
C 0.08336 -1.61653 0.04453 -0.02 0.31 0.71 -0.259
C -0.03818 -0.71857 1.29938 -0.28 -0.61 -0.65 -0.521
Cl -0.78145 -1.65549 2.67578 0.09 0.00 -0.02 0.519
C 1.11140 -3.69316 -1.91370 1.71 0.29 -0.08 -0.361
C 1.59128 -4.47463 -0.69059 -0.04 0.08 -0.05 -0.065
F -0.36389 -3.85794 -1.97652 -0.47 -0.17 0.08 -0.132
H -1.72111 -3.37338 -4.02716 -0.17 -0.19 -0.05 0.078
H -1.54268 -1.65253 -4.22051 -0.04 0.15 -0.10 0.064
H -1.87019 -2.63380 -5.65219 0.01 -0.21 -0.22 0.075
H -0.25019 -1.43774 -2.77207 -0.25 -0.17 -0.47 0.091
H 1.20636 -0.50281 -3.01822 -0.07 0.21 -0.27 0.075
H 1.55664 -0.45074 -0.93913 0.23 0.18 0.12 0.091
H 2.25115 -1.72135 0.01742 0.00 -0.12 0.30 0.067
H -0.11986 -2.63094 0.36248 0.10 -0.26 -0.11 0.060
H -0.73302 -1.34168 -0.61724 -0.08 -0.08 -0.25 0.100
H -0.73603 0.08627 1.10779 0.04 0.30 0.18 0.060
H 0.91603 -0.35430 1.64987 0.15 0.00 0.10 0.025
H 1.47048 -4.22744 -2.79212 -0.54 -0.08 -0.35 0.108
H 0.79047 -4.61001 0.03076 -0.14 -0.01 0.09 0.063
H 1.96495 -5.45885 -0.96436 -0.05 -0.17 -0.04 0.060
H 2.40502 -3.94205 -0.20923 0.10 0.09 0.11 0.060
N -1.59485 0.82271 -6.56366 0.00 0.04 -0.08 0.062
C -2.45333 0.74327 -7.57726 -0.03 0.00 0.06 -0.168
C -2.07385 0.54089 -8.89512 0.00 0.01 0.00 -0.089
C -0.72275 0.41672 -9.17695 0.03 -0.01 -0.04 -0.091
C 0.18429 0.49726 -8.13484 -0.03 0.00 -0.03 -0.065
C -0.29891 0.69815 -6.84914 0.00 0.03 0.18 -0.135
H -3.50100 0.84652 -7.31382 -0.02 -0.01 -0.04 0.097
H -2.81843 0.48094 -9.67762 -0.02 0.00 0.01 0.093
H -0.38377 0.25613 -10.19284 0.00 -0.01 0.00 0.099
H 1.24739 0.40121 -8.30682 0.01 -0.02 0.04 0.102
H 0.38116 0.75847 -6.00700 0.06 -0.09 0.01 0.085
N 3.25955 0.09620 1.60464 0.24 0.24 0.26 0.067
C 4.27085 -0.47438 2.25242 -0.05 -0.16 -0.04 -0.136
C 5.29988 0.23447 2.85512 0.01 0.02 -0.02 -0.078
C 5.28084 1.61685 2.77496 0.03 0.02 0.02 -0.093
C 4.23823 2.22841 2.09917 0.02 -0.01 0.00 -0.077
C 3.25779 1.42430 1.53691 -0.13 -0.01 -0.09 -0.141
H 4.25116 -1.55881 2.28467 0.03 0.00 0.03 0.110
H 6.09492 -0.28691 3.37059 0.00 -0.02 0.00 0.096
H 6.06599 2.20759 3.23016 0.00 0.00 0.00 0.099
H 4.18226 3.30467 2.00887 -0.02 0.01 -0.01 0.097
H 2.42155 1.86285 1.00139 0.01 0.04 0.00 0.109
N -2.08984 1.84152 4.69293 0.01 -0.03 0.07 0.058
C -1.32057 0.82835 5.09418 0.05 -0.04 -0.15 -0.155
C -0.92508 0.65308 6.41528 -0.03 0.03 0.01 -0.068
C -1.34536 1.56917 7.36413 0.03 -0.04 0.03 -0.091
C -2.14330 2.62656 6.95907 0.00 0.03 -0.01 -0.102
C -2.48481 2.71362 5.61889 -0.02 0.02 -0.07 -0.182
H -1.01169 0.12317 4.32305 -0.08 0.20 0.23 0.017
H -0.30388 -0.18939 6.68744 0.01 -0.01 -0.03 0.100
H -1.06103 1.46081 8.40302 -0.02 -0.01 0.01 0.101
H -2.49982 3.36327 7.66574 -0.03 -0.01 0.00 0.096
H -3.11378 3.52342 5.26197 0.01 0.03 0.04 0.098
N -4.90350 1.20082 8.72863 -0.07 0.01 0.00 0.061
C -5.74008 1.18003 9.76322 0.08 0.01 0.04 -0.162
C -7.11392 1.03909 9.64181 0.00 0.00 0.00 -0.082
C -7.65079 0.91503 8.37107 -0.04 -0.01 -0.02 -0.087
C -6.79515 0.93527 7.28283 -0.01 0.00 0.00 -0.068
C -5.43457 1.07815 7.51324 0.14 0.01 -0.01 -0.142
H -5.27998 1.28230 10.74041 -0.04 -0.01 0.03 0.100
H -7.74373 1.02716 10.52088 0.01 0.00 0.02 0.097
H -8.71847 0.80348 8.23138 0.00 0.00 0.00 0.102
H -7.17003 0.84103 6.27319 0.02 -0.01 -0.02 0.103
H -4.73030 1.09766 6.68827 -0.02 -0.01 -0.02 0.098
N 2.47465 0.90504 -4.50449 0.02 0.34 -0.14 0.064
C 2.42917 2.22378 -4.33378 -0.03 -0.01 0.01 -0.152
C 3.54003 3.04972 -4.41878 0.01 0.00 0.02 -0.085
C 4.76872 2.46888 -4.69160 0.04 0.00 0.00 -0.096
C 4.83268 1.09653 -4.86476 -0.02 0.07 0.02 -0.072
C 3.65932 0.36091 -4.76160 -0.04 -0.30 -0.01 -0.123
H 1.44793 2.63515 -4.11675 0.01 0.04 -0.01 0.106
H 3.44308 4.11739 -4.27319 -0.01 0.00 0.01 0.093
H 5.66219 3.07693 -4.76407 0.00 0.00 0.00 0.097
H 5.77094 0.60059 -5.07213 0.00 -0.03 0.00 0.098
H 3.65707 -0.71724 -4.88294 0.00 -0.01 0.04 0.114
```
Positions in Å, forces in eV/Å.

Computed properties:
Frontier orbital gap, eV: 4.13
Charge: -1
HOMO, hartree: -0.0746